Entry 1:
Formula: C5H21NO6S
Source: the Open Molecules 2025 dataset
Level of theory: ωB97M-V/def2-TZVPD

## Properties
- LUMO energy: 0.3 eV
- Energy relative to the best compared isomer or geometry (same formula, charge and spin): 67.7 kcal per mole
- Multiplicity: 1
- Gap between HOMO and LUMO: 0.3392 hartree
- SMILES: O=CCNCCCS.O.O.O.O.O
- E_HOMO: -8.959 eV

Element x y z (Å)
O: -1.30015 -3.19435 0.27278
C: -1.24049 -2.59060 -0.78047
C: 0.03937 -1.88196 -1.19463
N: -0.29942 -0.46290 -1.31655
C: 0.91239 0.25574 -1.85124
C: 0.84885 1.74993 -1.97087
C: 0.95358 2.60985 -0.72714
S: 2.73269 2.92352 -0.17462
H: -1.97486 -2.56933 -1.57014
H: 0.82415 -2.10105 -0.46943
H: 0.44163 -2.23762 -2.22174
H: -0.69628 -0.10046 -0.45758
H: 1.87735 -0.08314 -1.45374
H: 0.90832 -0.14995 -2.88582
H: 1.63757 2.05265 -2.67699
H: -0.10988 2.08764 -2.42715
H: 0.64099 3.61230 -0.93386
H: 0.64716 2.04719 0.13327
H: 3.41435 2.05680 -0.94484
O: -3.35062 -0.90317 -1.25382
H: -2.53877 -0.64675 -1.72765
H: -3.98018 -0.82803 -1.98840
O: -3.42903 0.00516 1.82317
H: -3.84534 0.39386 1.04378
H: -3.59810 -0.94265 1.81297
O: -0.68398 0.40660 2.16777
H: -0.60374 -0.52402 2.45260
H: -1.52103 0.67097 1.78759
O: 2.54656 0.27192 1.77089
H: 2.53512 1.24209 1.81547
H: 1.58695 0.14241 1.84231
O: 0.31651 -1.99373 2.13574
H: -0.11467 -2.61200 1.51438
H: 1.16072 -2.33399 2.43816

Entry 2:
Formula: C5H21O7
Source: the Open Molecules 2025 dataset
Level of theory: ωB97M-V/def2-TZVPD

## Properties
- LUMO energy: 3.1 eV
- Energy relative to the best compared isomer or geometry (same formula, charge and spin): 52.0 kcal per mole
- Total charge: -1
- Multiplicity: 1
- Gap between HOMO and LUMO: 0.2769 hartree
- E_HOMO: -4.442 eV

Element x y z (Å)
C: 1.99649 -0.96613 1.80069
O: 2.76945 0.17950 1.67530
C: 0.74389 -0.79765 0.97182
C: -0.30953 -1.89763 1.05897
C: -0.66856 -2.66807 -0.31827
C: -0.56529 -1.62979 -1.59439
O: -1.32114 -0.53824 -1.61595
H: 2.60122 -1.82298 1.39616
H: 2.07640 -1.18304 2.88449
H: 0.48461 0.25361 1.09344
H: 1.06584 -0.73688 -0.13830
H: -1.16010 -1.40774 1.24657
H: -0.10679 -2.62482 1.86814
H: -0.14598 -3.55489 -0.45365
H: -1.69838 -2.93088 -0.35087
H: 0.53608 -1.39758 -1.69141
H: -0.87499 -2.13549 -2.51845
H: -0.91639 0.84043 -2.22457
H: -1.48267 2.15666 -3.05236
H: 1.20538 2.92993 -1.61741
O: -0.65859 1.62873 -2.80134
H: -3.46855 2.33334 -1.38372
H: -2.45863 2.11088 -0.45965
O: -2.77733 2.84212 -0.94809
H: 1.89816 1.05104 3.00021
H: 1.18746 2.22717 2.49235
O: 1.04468 1.57725 3.12237
H: 2.79345 0.50251 0.72807
H: 2.11900 1.62463 -1.38400
O: 2.02448 2.64571 -1.19555
H: -1.44820 0.72341 0.74895
H: -2.15674 0.06653 -0.56748
O: -2.32874 0.59836 0.22793